38
Properties=species:S:1:pos:R:3:mulliken_charge:R:1 method="wB97M-V/def2-TZVPD" total_charge=0 homo_ha=-0.27753 de_lowest_kj_mol=27.2 gap_ev=7.4 e_lumo_ev=-0.17
Rb -1.9958 -0.3796 0.1441 0.821
C 1.2389 4.2309 0.6751 -1.788
C 0.6810 2.9181 0.2044 0.850
N -0.5560 2.6830 0.0010 -0.279
N -1.4086 3.7229 0.2759 -0.117
C -2.7113 3.6947 -0.1592 0.309
N -3.4213 4.7365 0.3447 -0.435
S -3.3609 2.5831 -1.1980 -0.397
C 1.6087 1.7634 -0.0577 0.468
C 2.8582 1.9832 -0.6189 -0.689
C 3.6776 0.8929 -0.8654 -0.470
C 3.2268 -0.3700 -0.5295 -0.504
C 1.9653 -0.4892 0.0338 -0.438
N 1.1663 0.5510 0.2669 -0.200
H 0.8798 4.4679 1.6822 0.422
H 0.9451 5.0511 0.0147 0.427
H 2.3236 4.2079 0.7339 0.369
H -1.0602 4.5465 0.7396 0.306
H -3.1484 5.1594 1.2161 0.206
H -4.4023 4.7349 0.1216 0.246
H 3.1788 2.9846 -0.8743 0.333
H 4.6536 1.0328 -1.3125 0.421
H 3.8343 -1.2503 -0.6915 0.395
H 1.5777 -1.4608 0.3174 0.603
O -3.1184 -0.7246 2.4182 -0.693
S -4.0187 -1.8188 1.9246 0.391
N -3.8420 -2.3369 0.5635 -0.625
Br 0.6510 -7.6370 0.1961 -0.160
C 0.1956 -5.8621 -0.2315 0.309
C -1.0856 -5.4054 -0.0110 -0.550
C -1.3737 -4.0871 -0.3432 -0.296
N -0.4725 -3.2478 -0.8663 -0.257
C 0.7561 -3.7274 -1.0769 -0.414
C 1.1485 -5.0202 -0.7754 -0.472
H -1.8509 -6.0419 0.4090 0.429
H -2.3671 -3.6830 -0.1749 0.556
H 1.4687 -3.0466 -1.5319 0.512
H 2.1579 -5.3558 -0.9649 0.411


30
Properties=species:S:1:pos:R:3:mulliken_charge:R:1 method="wB97M-V/def2-TZVPD" total_charge=0 homo_ha="-0.20188 / -0.21239" gap_ev="3.8 / 4.0" e_lumo_ev="-1.66 / -1.82"
Ca 1.9932 0.7124 -0.3988 1.201
C -0.0857 0.4865 -4.3169 -1.061
H 0.9518 0.4929 -3.4607 0.104
H -0.3051 -0.5243 -4.7472 0.267
H -0.0284 1.3544 -5.0337 0.507
H -1.3071 0.8452 -4.1527 0.325
H -1.2303 0.7577 -3.1937 -0.136
C -0.7545 3.5308 3.2530 -0.140
C -0.7188 3.7944 1.8747 -0.868
C -0.5795 2.6762 1.0627 -0.365
C -0.5157 1.4039 1.6006 0.152
C -0.5762 1.1861 2.9964 -0.084
C -0.6721 2.2885 3.8649 -0.778
N 0.0215 0.3883 0.7725 -0.155
N 0.1006 -0.8519 1.3228 -0.370
C 0.4009 -1.8458 0.4017 0.957
C 0.4219 -3.1796 0.9447 -0.540
C 0.7302 -4.2066 0.0695 -0.411
C 0.8615 -3.9041 -1.2940 -0.522
C 0.8434 -2.5484 -1.7839 -0.469
C 0.7378 -1.4676 -0.9490 -0.814
H -0.9010 4.3920 3.8940 0.295
H -0.8045 4.7981 1.4453 0.366
H -0.5207 2.7244 -0.0136 0.471
H -0.4003 0.2111 3.3458 0.465
H -0.7004 2.1353 4.9612 0.342
H 0.2881 -3.3272 2.0253 0.396
H 0.7734 -5.2436 0.4053 0.337
H 1.0492 -4.7226 -2.0384 0.277
H 0.9265 -2.3564 -2.8578 0.252


46
Properties=species:S:1:pos:R:3:mulliken_charge:R:1 method="wB97M-V/def2-TZVPD" total_charge=+1 homo_ha=-0.46127 gap_ev=8.4 e_lumo_ev=-4.15
C 1.9804 0.0003 -0.5817 -0.855
C 1.2475 0.4247 0.7762 0.613
N -0.1245 -0.1321 0.9012 -0.283
C -1.1367 0.6652 0.3122 0.865
C -1.0612 2.1075 -0.0287 -0.628
C -2.2261 2.7980 -0.6034 -0.492
N -3.4018 2.0978 -0.8176 0.030
C -3.5625 0.7361 -0.5231 0.284
C -4.9629 0.1232 -0.8329 -0.565
C -6.0498 0.5970 0.2245 -0.159
N -7.1448 -0.0576 0.3011 -0.425
C -2.4538 -0.0236 0.0397 -0.521
H 1.4676 -0.8892 -1.0552 0.313
H 2.1118 0.8532 -1.2967 0.278
H 3.0208 -0.3659 -0.3236 0.139
H 1.3342 1.5301 0.9682 0.187
H 1.8624 -0.0682 1.5944 -0.403
H -0.3096 -0.3178 1.8910 0.338
H -0.1290 2.6853 0.1570 0.295
H -2.2200 3.8899 -0.8502 0.368
H -4.2063 2.6152 -1.1918 0.264
H -4.9749 -0.9998 -0.8400 0.296
H -5.3205 0.5214 -1.8358 0.211
H -5.9011 1.5027 0.8774 0.334
H -7.7653 0.3635 1.0047 0.268
H -2.5846 -1.1035 0.2826 0.371
C -8.7014 0.9920 -3.3258 0.318
Cl -8.5764 -0.7150 -2.8714 -0.079
Cl -8.7667 1.1333 -5.0896 -0.080
Cl -10.1679 1.6885 -2.6196 -0.083
Cl -7.2788 1.8716 -2.7160 -0.104
C 2.8922 -1.8279 4.7307 0.319
Cl 1.8822 -1.2538 3.3817 -0.152
Cl 1.9194 -1.8941 6.2095 -0.090
Cl 3.5112 -3.4437 4.3561 -0.082
Cl 4.2476 -0.7121 4.9621 -0.082
C 6.5089 0.5071 0.1316 0.292
Cl 5.7622 0.0217 -1.4033 -0.107
Cl 5.6310 -0.2421 1.4807 -0.054
Cl 8.1966 -0.0242 0.1595 -0.030
Cl 6.4400 2.2719 0.2902 -0.102
C 9.8022 -3.5855 -1.2454 0.337
Cl 8.8009 -2.6327 -2.3583 -0.067
Cl 10.8930 -2.5056 -0.3546 -0.091
Cl 8.7570 -4.4452 -0.0994 -0.089
Cl 10.7577 -4.7578 -2.1684 -0.095


42
Properties=species:S:1:pos:R:3:mulliken_charge:R:1 method="wB97M-V/def2-TZVPD" spin_multiplicity=2 total_charge=-1 homo_ha="-0.13543 / -0.13521" de_lowest_kj_mol=11.5 s2=0.76 gap_ev="5.7 / 5.7" e_lumo_ev="1.97 / 1.98"
Co 0.2950 0.2666 0.2694 0.085
C -5.7672 -0.2840 -0.8544 -0.828
S -4.6728 0.7765 -1.8150 -0.100
C -3.0602 0.0286 -1.4832 0.276
S -2.9328 -1.6611 -1.2770 -0.485
N -2.1544 0.9376 -1.6183 -1.259
N -0.8248 0.7652 -1.3909 1.113
C -0.0647 1.0856 -2.3747 -0.668
C 1.3588 1.2270 -2.1367 0.914
C 2.2247 1.7220 -3.1038 -1.009
C 3.5548 1.9035 -2.7729 -0.202
C 3.9746 1.5949 -1.4903 -0.887
C 3.0523 1.1026 -0.5803 0.139
N 1.7750 0.9126 -0.8984 0.433
H -6.7758 -0.1361 -1.2386 0.337
H -5.7391 -0.0203 0.2019 0.245
H -5.4734 -1.3218 -0.9957 0.266
H -0.4884 1.3143 -3.3472 0.338
H 1.8456 1.9702 -4.0856 0.422
H 4.2527 2.2912 -3.5039 0.403
H 5.0022 1.7300 -1.1850 0.411
H 3.3264 0.8347 0.4305 0.263
S 4.1643 3.9680 5.0574 -0.335
C 3.1618 3.0962 4.0622 0.115
S 1.8187 3.7624 3.2220 -0.131
C 1.2639 2.3139 2.4095 0.203
C 2.0000 1.2041 2.6660 -0.055
S 1.6948 -0.3797 1.9955 -0.538
S 3.3573 1.4172 3.7461 -0.114
S -0.1337 2.3957 1.3829 -0.432
C -0.7153 -4.7745 0.9071 -0.828
O -0.0583 -3.9094 -0.0090 -0.364
C -0.1377 -2.5798 0.1512 0.644
O 0.4920 -1.8503 -0.5781 -0.475
N -0.9069 -2.1418 1.1983 -0.069
N -1.1693 -0.7586 1.2262 -0.609
H -0.4124 -5.7801 0.6300 0.229
H -1.8023 -4.7001 0.8118 0.290
H -0.4066 -4.5679 1.9332 0.376
H -1.6713 -2.7214 1.5002 0.358
H -1.1860 -0.4343 2.1869 0.381
H -2.0616 -0.5991 0.7510 0.149